1.
DFT (ωB97M-V/def2-TZVPD) results for C23H30N2O2S in the gas phase.

Last column: Löwdin charge in e.
Atoms and positions in Å:
C 3.645 1.859 -4.652  -0.115
C 3.154 1.272 -3.336  -0.248
C 3.467 -0.230 -3.253  -0.218
N 3.039 -0.913 -2.047  -0.188
C 3.725 -0.478 -0.847  -0.179
C 3.669 -1.542 0.257  -0.067
C 2.399 -1.446 1.077  -0.452
O 2.421 -1.078 2.237  0.058
N 1.247 -1.785 0.446  -0.012
C -0.008 -1.582 1.170  -0.289
C -0.895 -2.826 1.125  -0.402
S -1.839 -3.033 2.681  0.933
C -2.607 -1.427 2.764  -0.557
C -2.231 -0.541 3.763  -0.101
C -2.768 0.727 3.791  -0.004
C -3.682 1.130 2.816  -0.280
O -4.116 2.416 2.907  -0.080
C -5.001 2.898 1.925  -0.085
C -4.084 0.223 1.841  -0.016
C -3.550 -1.052 1.825  -0.100
C -0.669 -0.305 0.694  -0.184
C -0.403 0.871 1.387  -0.022
C -0.935 2.077 0.970  -0.069
C -1.738 2.128 -0.156  -0.098
C -2.002 0.966 -0.859  -0.084
C -1.470 -0.241 -0.439  -0.063
C 1.205 -2.128 -0.956  -0.115
C 1.602 -0.969 -1.881  -0.162
H 3.164 1.366 -5.494  0.071
H 4.721 1.730 -4.750  0.071
H 3.422 2.922 -4.704  0.068
H 3.636 1.790 -2.505  0.104
H 2.076 1.424 -3.249  0.104
H 4.548 -0.375 -3.342  0.120
H 2.995 -0.740 -4.099  0.120
H 4.772 -0.311 -1.112  0.124
H 3.318 0.468 -0.449  0.133
H 3.778 -2.531 -0.189  0.120
H 4.494 -1.377 0.951  0.121
H 0.309 -1.434 2.211  0.128
H -0.283 -3.725 1.061  0.085
H -1.611 -2.817 0.305  0.062
H -1.512 -0.849 4.506  0.110
H -2.481 1.436 4.551  0.122
H -4.564 2.825 0.924  0.084
H -5.956 2.364 1.947  0.096
H -5.170 3.945 2.171  0.094
H -4.805 0.496 1.087  0.108
H -3.867 -1.754 1.068  0.115
H 0.233 0.835 2.259  0.123
H -0.723 2.978 1.525  0.109
H -2.152 3.069 -0.487  0.101
H -2.624 0.996 -1.743  0.104
H -1.693 -1.129 -1.012  0.109
H 0.188 -2.440 -1.187  0.111
H 1.870 -2.974 -1.158  0.130
H 1.160 -1.145 -2.865  0.127
H 1.182 -0.034 -1.474  0.125

The HOMO energy comes out at -8.04 eV. Its SMILES is CCCN1CCC(=O)N([C@H](CSc2ccc(OC)cc2)c2ccccc2)CC1. Its electronic energy is -42248.5408 eV. As for the LUMO energy: 0.024 Ha. The orbital gap comes out at 8.69 eV.

---

2.
DFT (ωB97M-V/def2-TZVPD) results for a molecular structure, C15H27MnO2Sb at a distorted geometry.

Last column: Löwdin charge in e.
Atoms and positions in Å:
Mn -1.698 2.532 -0.461  1.014
C -1.547 2.904 1.896  -0.074
C -2.883 2.563 1.621  -0.068
C -3.662 3.383 0.790  -0.046
C -3.088 4.501 0.174  -0.044
C -1.739 4.816 0.412  -0.054
C -0.976 4.039 1.299  -0.063
H -1.000 2.348 2.645  0.138
H -3.349 1.746 2.154  0.142
H -4.717 3.175 0.669  0.145
H -3.705 5.173 -0.408  0.145
H -1.325 5.733 0.012  0.144
H 0.019 4.357 1.579  0.142
C 2.525 -3.178 0.663  -0.115
C 1.723 -2.092 1.356  -0.507
C 2.544 -1.017 2.052  -0.148
Sb 0.419 -1.029 -0.111  1.740
C 1.615 -0.103 -1.686  -0.531
C 2.038 1.293 -1.247  -0.138
C 2.785 -0.999 -2.062  -0.121
C -1.186 -2.305 -0.871  -0.539
C -2.349 -2.194 0.105  -0.146
C -0.674 -3.721 -1.079  -0.127
H 3.020 -3.775 1.436  0.104
H 3.304 -2.772 0.022  0.066
H 1.905 -3.863 0.086  0.063
H 0.948 -2.497 2.006  0.084
H 3.290 -0.583 1.384  0.074
H 3.088 -1.468 2.886  0.097
H 1.925 -0.221 2.466  0.062
H 0.870 -0.052 -2.481  0.083
H 2.811 1.258 -0.479  0.081
H 1.201 1.890 -0.882  0.030
H 2.453 1.825 -2.108  0.101
H 3.529 -1.043 -1.267  0.071
H 3.279 -0.579 -2.942  0.101
H 2.478 -2.013 -2.319  0.080
H -1.404 -1.799 -1.812  0.086
H -2.102 -2.617 1.080  0.084
H -3.198 -2.760 -0.286  0.098
H -2.680 -1.163 0.233  0.048
H -0.400 -4.197 -0.137  0.081
H 0.171 -3.767 -1.766  0.078
H -1.478 -4.319 -1.517  0.099
O -1.177 1.762 -2.014  -0.218
O -1.604 0.830 -1.088  -0.340

Its expectation value of S² is 9.031. The HOMO energy (alpha / beta) comes out at -14.59 / -15.28 eV. The charge is +2. As for the multiplicity: 6. Its electronic energy is -57925.3771 eV. As for the LUMO energy (alpha / beta): -0.301 / -0.306 Ha. The orbital gap (alpha / beta) comes out at 6.41 / 6.97 eV.

---

3.
DFT (ωB97M-V/def2-TZVPD) results for a gas-phase ion, C11H21N4O3 (charge +1) at a distorted geometry.

Last column: Löwdin charge in e.
Atoms and positions in Å:
C -3.205 0.748 -2.915  0.106
C -2.177 1.586 -2.995  -0.093
N -0.841 1.074 -2.842  -0.062
N 0.003 0.893 -3.814  0.144
N 1.108 0.419 -3.316  0.140
C 0.946 0.318 -1.990  -0.169
C 2.048 -0.170 -1.108  -0.121
O 1.532 -0.791 0.032  -0.104
C 2.537 -1.199 0.949  -0.247
O 2.113 -2.411 1.456  -0.084
C 3.178 -3.161 2.051  -0.166
C 2.639 -4.073 3.136  -0.220
O 2.527 -5.399 2.635  -0.054
N -0.287 0.720 -1.670  0.087
C -0.940 0.779 -0.345  -0.056
C -1.367 2.189 0.115  -0.161
C -2.869 2.508 0.028  -0.275
C -3.337 3.376 1.195  -0.100
H -4.168 1.097 -2.566  0.088
H -3.120 -0.288 -3.227  0.096
H -2.246 2.642 -3.222  0.131
H 2.615 -0.886 -1.716  0.151
H 2.736 0.656 -0.888  0.154
H 2.644 -0.446 1.741  0.151
H 3.494 -1.313 0.418  0.139
H 3.903 -2.464 2.486  0.125
H 3.698 -3.744 1.285  0.137
H 1.671 -3.704 3.485  0.124
H 3.327 -4.056 3.985  0.122
H 2.783 -6.012 3.326  0.086
H -1.825 0.145 -0.404  0.133
H -0.257 0.324 0.361  0.121
H -1.105 2.216 1.175  0.117
H -0.762 2.956 -0.371  0.125
H -3.475 1.601 -0.019  0.104
H -3.062 3.070 -0.888  0.091
H -3.409 2.802 2.119  0.081
H -2.707 4.255 1.332  0.082
H -4.345 3.739 0.986  0.078

The HOMO energy comes out at -12.51 eV. The charge is +1. Its SMILES is C=Cn1nnc(COCOCCO)[n+]1CCCC. Its electronic energy is -23839.7513 eV. As for the LUMO energy: -0.149 Ha. The orbital gap comes out at 8.46 eV.

---

4.
DFT (ωB97M-V/def2-TZVPD) results for 12 unconnected molecules or ions with the total composition C37H101N3O12 at a distorted geometry.

Last column: Löwdin charge in e.
Atoms and positions in Å:
C -3.976 -2.653 -4.819  -0.092
O -4.407 -4.037 -4.737  -0.192
C -5.804 -4.290 -4.992  -0.201
C -6.295 -5.366 -4.010  -0.425
C -7.619 -6.001 -4.448  -0.065
N -6.505 -4.797 -2.666  0.016
H -4.258 -2.119 -5.727  0.079
H -2.896 -2.550 -4.720  0.079
H -4.417 -2.121 -3.976  0.080
H -6.525 -3.473 -5.002  0.126
H -5.890 -4.590 -6.037  0.115
H -5.471 -6.045 -3.794  0.130
H -8.445 -5.335 -4.199  0.080
H -7.839 -6.986 -4.036  0.073
H -7.603 -6.175 -5.523  0.070
H -5.634 -4.543 -2.222  0.063
H -6.861 -5.510 -2.044  0.064
C -1.871 -5.984 0.839  -0.110
O -2.790 -6.833 1.492  -0.194
C -2.400 -8.205 1.501  -0.209
C -3.407 -9.055 2.276  -0.415
C -3.752 -8.636 3.773  -0.045
N -2.947 -10.419 2.435  0.012
H -2.276 -4.972 0.849  0.089
H -1.689 -6.395 -0.154  0.085
H -0.930 -5.932 1.387  0.083
H -2.252 -8.564 0.482  0.117
H -1.398 -8.325 1.912  0.124
H -4.327 -9.059 1.692  0.127
H -4.032 -7.584 3.826  0.064
H -3.009 -8.912 4.521  0.071
H -4.640 -9.226 3.999  0.062
H -3.801 -10.957 2.431  0.072
H -2.428 -10.774 1.644  0.066
C 3.432 7.168 -6.060  -0.087
O 4.091 8.289 -5.411  -0.171
C 3.173 9.244 -4.971  -0.248
C 3.875 10.559 -4.594  -0.428
C 2.859 11.605 -4.021  -0.066
N 4.454 11.170 -5.752  0.026
H 2.774 6.631 -5.377  0.080
H 4.184 6.433 -6.347  0.083
H 2.853 7.377 -6.960  0.085
H 2.306 9.513 -5.576  0.125
H 2.654 8.766 -4.140  0.121
H 4.656 10.307 -3.877  0.131
H 2.336 11.226 -3.143  0.066
H 2.027 11.870 -4.673  0.071
H 3.219 12.589 -3.721  0.067
H 5.078 10.522 -6.213  0.070
H 5.058 11.916 -5.438  0.074
C -0.548 3.506 0.593  -0.049
C -0.523 2.617 1.870  -0.521
C 0.859 1.936 1.952  -0.061
O -0.795 3.353 2.992  -0.035
H -1.415 4.167 0.585  0.072
H -0.708 2.826 -0.244  0.072
H 0.413 3.975 0.382  0.076
H -1.237 1.793 1.893  0.128
H 1.677 2.655 1.899  0.077
H 1.009 1.126 1.238  0.077
H 0.958 1.423 2.908  0.073
H -1.604 3.849 2.849  0.092
C 7.472 -8.704 0.347  -0.053
C 6.180 -7.876 0.351  -0.563
C 6.362 -6.441 0.778  -0.055
O 5.704 -7.914 -0.922  -0.031
H 7.296 -9.769 0.197  0.072
H 8.134 -8.549 1.199  0.079
H 7.962 -8.459 -0.596  0.082
H 5.469 -8.343 1.032  0.130
H 7.122 -5.997 0.134  0.081
H 6.772 -6.300 1.778  0.080
H 5.484 -5.806 0.663  0.079
H 5.545 -8.850 -1.064  0.097
C 3.268 9.639 3.005  -0.070
C 2.343 10.647 3.602  -0.500
C 0.862 10.255 3.524  -0.062
O 2.733 10.792 4.983  -0.053
H 2.989 9.244 2.028  0.077
H 3.366 8.768 3.653  0.087
H 4.262 10.065 2.863  0.078
H 2.358 11.603 3.078  0.130
H 0.286 11.136 3.805  0.070
H 0.628 9.500 4.275  0.082
H 0.609 9.995 2.496  0.077
H 2.642 11.720 5.212  0.083
C -5.186 4.360 -8.834  -0.055
C -4.541 5.550 -8.177  -0.538
C -3.468 5.143 -7.125  -0.061
O -3.899 6.217 -9.180  -0.041
H -5.793 3.924 -8.041  0.081
H -4.454 3.676 -9.263  0.087
H -5.853 4.605 -9.661  0.080
H -5.200 6.204 -7.607  0.132
H -3.000 6.010 -6.660  0.069
H -2.647 4.570 -7.555  0.079
H -3.916 4.596 -6.295  0.073
H -3.367 6.947 -8.855  0.095
C -9.156 -2.854 5.499  -0.081
C -8.479 -1.577 5.849  -0.547
C -6.948 -1.705 5.676  -0.053
O -8.981 -0.651 4.974  -0.041
H -10.232 -2.768 5.650  0.082
H -8.756 -3.583 6.203  0.083
H -9.017 -3.141 4.456  0.085
H -8.686 -1.332 6.891  0.143
H -6.504 -2.311 6.466  0.076
H -6.572 -0.684 5.736  0.076
H -6.682 -2.120 4.704  0.077
H -8.763 -0.830 4.057  0.098
C 4.750 -1.485 -4.447  -0.072
C 4.407 -2.766 -5.179  -0.502
C 4.097 -2.443 -6.611  -0.069
O 5.554 -3.622 -5.166  -0.053
H 5.418 -1.525 -3.587  0.078
H 3.825 -0.962 -4.204  0.080
H 5.367 -0.857 -5.089  0.076
H 3.621 -3.285 -4.631  0.135
H 4.989 -2.074 -7.117  0.088
H 3.416 -1.598 -6.712  0.077
H 3.620 -3.273 -7.131  0.080
H 5.284 -4.365 -4.621  0.083
C 0.838 -6.761 8.903  -0.067
C 0.477 -5.304 9.182  -0.482
C 0.816 -4.428 7.987  -0.068
O -0.930 -5.144 9.360  -0.062
H 1.906 -6.981 8.914  0.075
H 0.509 -7.130 7.932  0.080
H 0.545 -7.507 9.642  0.076
H 0.974 -5.050 10.118  0.130
H 1.868 -4.641 7.799  0.081
H 0.557 -3.374 8.082  0.078
H 0.227 -4.754 7.130  0.085
H -1.199 -4.254 9.124  0.076
C 11.034 1.041 2.576  -0.061
C 9.850 1.063 3.519  -0.520
C 8.577 0.490 2.833  -0.052
O 10.112 0.279 4.651  -0.047
H 11.825 1.654 3.005  0.076
H 10.755 1.367 1.574  0.081
H 11.483 0.050 2.507  0.082
H 9.641 2.094 3.803  0.127
H 8.910 -0.493 2.500  0.081
H 8.167 1.129 2.052  0.079
H 7.879 0.335 3.656  0.068
H 9.326 0.145 5.184  0.085
C -7.210 5.324 1.945  -0.179
O -6.420 6.248 2.670  -0.115
H -7.924 5.750 1.240  0.071
H -6.648 4.632 1.317  0.076
H -7.850 4.810 2.662  0.074
H -6.911 7.072 2.702  0.073

The HOMO energy comes out at -9.21 eV. Its SMILES is COC[C@H](C)N.COC[C@H](C)N.COC[C@H](C)N.CC(C)O.CC(C)O.CC(C)O.CC(C)O.CC(C)O.CC(C)O.CC(C)O.CC(C)O.CO. Its electronic energy is -69040.6369 eV. As for the LUMO energy: 0.014 Ha. The orbital gap comes out at 9.59 eV.